[1]
{
  "formula": "C21H10BrF4PS5Tc",
  "method": "ωB97M-V/def2-TZVPD",
  "total_charge": 2,
  "multiplicity": 4,
  "e_homo_ev": [-14.43, -14.90],
  "total_energy_ev": -168498.01977,
  "orbital_gap_ev": [6.40, 5.68],
  "s2": 3.825,
  "elements": ["Tc", "F", "C", "C", "F", "C", "F", "C", "P", "C", "C", "C", "C", "C", "C", "C", "C", "C", "C", "C", "C", "C", "Br", "C", "F", "H", "H", "H", "H", "H", "H", "H", "H", "H", "H", "S", "C", "S", "C", "C", "S", "S", "S"],
  "xyz": [[1.145, 1.928, 0.789], [5.002, -2.381, -3.214], [3.988, -1.881, -2.555], [2.760, -2.528, -2.560], [2.608, -3.648, -3.226], [1.692, -1.980, -1.857], [0.525, -2.607, -1.887], [1.816, -0.797, -1.140], [0.422, -0.147, -0.173], [-0.918, 0.189, -1.311], [-2.205, 0.394, -0.809], [-3.222, 0.757, -1.674], [-2.958, 0.935, -3.027], [-1.675, 0.750, -3.524], [-0.649, 0.380, -2.668], [-0.019, -1.389, 1.041], [0.720, -1.462, 2.223], [0.456, -2.463, 3.141], [-0.548, -3.389, 2.882], [-1.282, -3.320, 1.706], [-1.020, -2.325, 0.778], [3.059, -0.177, -1.162], [3.357, 1.477, -0.226], [4.139, -0.686, -1.849], [5.304, -0.065, -1.847], [-2.415, 0.260, 0.244], [-4.225, 0.896, -1.294], [-3.758, 1.216, -3.698], [-1.475, 0.886, -4.577], [0.347, 0.231, -3.064], [1.514, -0.751, 2.431], [1.030, -2.524, 4.055], [-0.758, -4.169, 3.600], [-2.056, -4.048, 1.506], [-1.584, -2.287, -0.143], [-2.944, 6.435, 4.640], [-2.060, 5.382, 3.767], [-1.979, 5.413, 2.029], [-0.889, 4.121, 1.855], [-0.450, 3.518, 3.028], [0.644, 2.168, 2.990], [-1.061, 4.150, 4.481], [-0.377, 3.540, 0.301]],
  "forces_ev_per_a": [[-0.5, 0.2, 0.2], [0.0, 0.0, 0.0], [-0.1, 0.1, 0.1], [0.0, 0.1, 0.1], [0.0, 0.0, 0.0], [0.1, 0.1, 0.0], [-0.1, -0.1, 0.0], [0.1, 0.0, 0.0], [0.0, 0.0, 0.1], [0.1, 0.1, -0.1], [0.0, 0.0, 0.0], [0.0, 0.0, 0.0], [0.0, 0.0, 0.0], [0.0, 0.0, 0.0], [0.0, 0.0, 0.0], [-0.1, -0.1, 0.0], [0.1, 0.0, 0.0], [0.0, 0.0, 0.0], [0.0, 0.0, 0.0], [0.0, 0.0, 0.0], [0.0, 0.0, 0.0], [0.0, 0.0, 0.0], [0.4, -0.1, -0.2], [-0.1, -0.1, 0.0], [0.0, 0.0, 0.0], [0.0, 0.0, 0.0], [0.0, 0.0, 0.0], [0.0, 0.0, 0.0], [0.0, 0.0, 0.0], [0.0, 0.0, 0.0], [0.0, 0.0, 0.0], [0.0, 0.0, 0.0], [0.0, 0.0, 0.0], [0.0, 0.0, 0.0], [0.0, 0.0, -0.1], [0.0, -0.1, -0.1], [0.0, 0.1, 0.0], [0.0, 0.0, 0.0], [0.0, 0.0, 0.0], [0.0, 0.0, 0.0], [0.0, 0.0, -0.1], [0.0, 0.0, 0.0], [0.1, -0.1, 0.1]],
  "nbo_charge": [0.38, -0.24, 0.33, 0.35, -0.25, 0.37, -0.27, -0.48, 1.13, -0.44, -0.19, -0.19, -0.15, -0.19, -0.13, -0.34, -0.21, -0.18, -0.15, -0.19, -0.18, -0.11, 0.33, 0.32, -0.26, 0.23, 0.24, 0.24, 0.24, 0.21, 0.21, 0.24, 0.24, 0.24, 0.24, 0.37, -0.67, 0.69, -0.41, -0.41, 0.16, 0.70, 0.17]
}

[2]
{
  "formula": "C21H11AsF5N2O3ReS5",
  "method": "ωB97M-V/def2-TZVPD",
  "total_charge": 2,
  "e_homo_ev": -14.80,
  "total_energy_ev": -161794.88908,
  "orbital_gap_ev": 6.30,
  "de_lowest_kj_mol": 0.0,
  "elements": ["Re", "O", "S", "O", "N", "C", "C", "C", "C", "C", "C", "C", "C", "N", "C", "C", "C", "C", "C", "C", "C", "H", "H", "H", "H", "H", "H", "H", "H", "H", "H", "H", "S", "As", "S", "S", "S", "F", "C", "C", "F", "C", "F", "C", "O", "C", "F", "C", "F"],
  "xyz": [[0.122, -1.735, -0.500], [-0.609, -0.877, 3.517], [0.544, -1.041, 2.702], [1.172, -2.315, 2.561], [-0.057, -0.636, 1.070], [-1.035, 0.424, 1.035], [-1.113, 1.518, 1.847], [-2.208, 2.406, 1.706], [-3.195, 2.191, 0.784], [-3.120, 1.067, -0.079], [-4.068, 0.740, -1.071], [-3.877, -0.369, -1.859], [-2.733, -1.153, -1.673], [-1.831, -0.869, -0.743], [-2.022, 0.213, 0.058], [1.717, 0.196, 3.040], [2.722, 0.510, 2.130], [3.660, 1.460, 2.488], [3.600, 2.063, 3.741], [2.599, 1.731, 4.641], [1.637, 0.793, 4.297], [-0.372, 1.727, 2.604], [-2.256, 3.265, 2.360], [-4.031, 2.871, 0.701], [-4.942, 1.364, -1.204], [-4.584, -0.648, -2.626], [-2.544, -2.024, -2.287], [2.777, 0.027, 1.164], [4.447, 1.728, 1.798], [4.344, 2.798, 4.016], [2.563, 2.202, 5.614], [0.844, 0.529, 4.982], [2.395, -6.210, -0.006], [1.589, -4.310, 0.538], [2.311, -2.394, -0.215], [-0.513, -3.750, 0.231], [2.408, -5.518, 2.067], [0.597, 2.241, -5.831], [0.460, 1.234, -4.998], [0.090, -0.016, -5.484], [-0.116, -0.179, -6.772], [-0.072, -1.094, -4.618], [-0.430, -2.279, -5.070], [0.152, -0.885, -3.269], [0.046, -1.880, -2.330], [0.516, 0.361, -2.796], [0.711, 0.462, -1.448], [0.680, 1.439, -3.637], [1.026, 2.624, -3.175]],
  "forces_ev_per_a": [[0.5, -0.4, 1.0], [0.1, -0.1, 0.1], [-0.4, 0.2, -0.1], [0.1, -0.2, -0.1], [-0.1, 0.2, -0.3], [0.3, -0.4, 0.0], [-0.2, 0.2, 0.0], [0.1, -0.1, 0.0], [0.1, -0.1, 0.0], [0.0, 0.2, 0.1], [0.0, 0.0, 0.0], [0.1, 0.0, 0.0], [-0.1, 0.0, 0.1], [-0.4, 0.1, -0.1], [0.0, -0.1, -0.1], [0.1, 0.1, 0.2], [0.0, 0.0, 0.0], [0.0, 0.0, 0.0], [0.0, 0.0, 0.0], [0.0, 0.0, 0.0], [0.1, 0.1, -0.1], [0.0, 0.0, 0.0], [0.0, 0.0, 0.0], [0.0, 0.0, 0.0], [0.0, 0.0, 0.0], [0.0, 0.0, 0.0], [0.0, 0.0, 0.0], [0.0, 0.0, 0.0], [0.0, 0.0, 0.0], [0.0, 0.0, 0.0], [0.0, 0.0, 0.0], [0.0, 0.0, 0.0], [0.1, -0.2, 0.0], [0.1, 0.1, -0.2], [-0.1, 0.2, 0.0], [-0.3, 0.3, -0.1], [0.1, -0.2, 0.2], [0.0, 0.0, 0.0], [0.0, 0.0, 0.0], [0.0, -0.1, 0.1], [0.0, 0.0, 0.0], [0.0, 0.3, -0.1], [0.0, 0.0, 0.0], [-0.1, -0.4, 0.7], [0.1, 0.2, -0.7], [0.1, 0.4, -0.4], [0.0, 0.0, -0.1], [0.0, -0.1, 0.0], [0.0, 0.0, 0.0]],
  "nbo_charge": [1.14, -0.86, 2.32, -0.94, -0.76, 0.07, -0.14, -0.18, -0.12, -0.10, -0.06, -0.24, 0.11, -0.54, 0.22, -0.33, -0.21, -0.18, -0.14, -0.19, -0.19, 0.25, 0.25, 0.25, 0.25, 0.26, 0.23, 0.22, 0.24, 0.25, 0.25, 0.26, -0.03, 0.93, -0.13, 0.00, 0.01, -0.24, 0.32, 0.30, -0.24, 0.33, -0.25, 0.16, -0.54, 0.25, -0.30, 0.31, -0.25]
}

[3]
{
  "formula": "C21H11ClCo2O6S",
  "method": "ωB97M-V/def2-TZVPD",
  "e_homo_ev": -6.99,
  "total_energy_ev": -132844.42291,
  "orbital_gap_ev": 3.46,
  "de_lowest_kj_mol": 73.2,
  "elements": ["O", "C", "Co", "C", "O", "C", "O", "C", "C", "C", "C", "C", "C", "C", "C", "C", "Co", "C", "O", "C", "O", "C", "O", "H", "H", "H", "H", "H", "H", "H", "Cl", "C", "C", "C", "C", "C", "S", "C", "H", "H", "H", "H"],
  "xyz": [[5.057, 2.266, -2.356], [4.185, 1.670, -1.890], [2.625, 1.004, -1.285], [1.863, 2.510, -0.684], [1.247, 3.375, -0.222], [1.699, 0.736, -2.767], [1.064, 0.606, -3.725], [3.004, -0.392, -0.184], [1.654, -0.076, -0.230], [0.420, -0.315, 0.253], [-0.694, -0.677, -0.605], [-1.987, -0.153, -0.351], [-3.084, -0.594, -1.079], [-2.918, -1.571, -2.069], [-1.648, -2.087, -2.346], [-0.537, -1.618, -1.648], [3.674, -1.959, -1.276], [5.319, -1.535, -1.678], [6.393, -1.223, -1.988], [2.976, -2.635, -2.739], [2.510, -3.079, -3.705], [3.608, -3.189, -0.035], [3.513, -3.970, 0.819], [3.592, -0.337, 0.756], [0.221, -0.158, 1.323], [-2.079, 0.596, 0.439], [-4.069, -0.176, -0.873], [-3.783, -1.937, -2.617], [-1.523, -2.855, -3.111], [0.465, -2.019, -1.849], [-4.716, -0.398, 4.309], [-3.636, 0.765, 3.658], [-4.131, 1.957, 3.098], [-3.226, 2.880, 2.543], [-1.864, 2.632, 2.554], [-1.355, 1.446, 3.154], [0.280, 1.148, 3.245], [-2.272, 0.505, 3.699], [-5.203, 2.140, 3.102], [-3.604, 3.801, 2.099], [-1.146, 3.326, 2.121], [-1.896, -0.412, 4.139]],
  "forces_ev_per_a": [[-1.9, -1.7, 1.1], [2.2, 1.9, -0.9], [-0.3, 1.1, -2.1], [-1.7, 2.6, 1.5], [1.7, -2.2, -1.4], [-1.8, -0.3, -3.4], [1.4, 0.2, 2.2], [1.4, -2.7, 3.4], [1.0, -1.6, 1.1], [-0.9, 0.4, -1.8], [-0.5, -0.5, 0.1], [0.3, -0.2, 0.5], [0.2, 0.1, -0.1], [0.2, 0.1, 0.3], [0.2, 0.2, 0.0], [0.1, -0.1, 0.0], [-1.5, 2.5, 0.1], [4.4, 1.3, -0.5], [-2.3, -0.8, 0.6], [-2.0, -2.2, -2.8], [1.1, 1.0, 1.9], [-1.1, -1.3, 2.0], [0.5, 1.6, -2.0], [-0.6, 0.1, -0.5], [0.1, 0.9, 0.9], [-0.2, -0.2, -0.2], [0.3, -0.1, -0.1], [0.2, 0.1, 0.1], [0.0, 0.3, 0.2], [-0.5, 0.1, 0.1], [-0.4, -0.3, 0.2], [0.8, 0.9, -0.6], [0.3, -0.1, 0.0], [-0.4, -0.3, 0.2], [0.0, -0.5, 0.1], [-2.1, 0.2, -0.1], [2.2, -0.8, -0.2], [-0.3, 0.6, -0.3], [0.2, 0.0, 0.0], [0.0, -0.2, 0.1], [-0.2, -0.1, 0.1], [0.0, 0.1, 0.0]],
  "nbo_charge": [-0.45, 0.58, -0.02, 0.59, -0.44, 0.52, -0.47, -0.55, 0.04, -0.07, -0.05, -0.15, -0.22, -0.14, -0.21, -0.18, 0.07, 0.42, -0.48, 0.43, -0.48, 0.56, -0.49, 0.24, 0.28, 0.25, 0.23, 0.23, 0.23, 0.23, 0.01, -0.04, -0.26, -0.20, -0.25, -0.21, -0.20, -0.26, 0.22, 0.22, 0.23, 0.23]
}

[4]
{
  "formula": "C21H11ClFN3OS3",
  "method": "ωB97M-V/def2-TZVPD",
  "e_homo_ev": -7.78,
  "total_energy_ev": -76216.53981,
  "orbital_gap_ev": 6.95,
  "smiles": "O=C1N/C(=N/c2nc3cc(-c4ccc(Cl)cc4)sc3s2)S/C1=C/c1ccc(F)cc1",
  "de_lowest_kj_mol": 222.7,
  "elements": ["O", "F", "Cl", "N", "N", "S", "S", "S", "C", "C", "C", "C", "C", "C", "C", "C", "C", "C", "C", "C", "C", "C", "C", "C", "C", "C", "C", "C", "C", "N", "H", "H", "H", "H", "H", "H", "H", "H", "H", "H", "H"],
  "xyz": [[1.816, 5.092, -1.937], [2.130, 10.391, 1.420], [-3.105, -9.393, 1.331], [0.534, -0.876, -0.677], [2.105, 0.652, -1.585], [3.005, -1.578, -0.195], [1.681, -4.078, 1.063], [0.946, 2.133, 0.394], [1.670, 4.020, -1.349], [1.763, -0.512, -0.848], [1.732, -2.527, 0.344], [-0.595, -2.931, 0.283], [0.499, -2.061, 0.018], [-0.069, -4.167, 0.823], [1.830, 1.868, -1.155], [1.095, 3.873, 0.104], [0.924, 4.856, 1.135], [0.862, 8.499, 2.437], [2.501, 8.200, 0.664], [-2.771, -6.789, 0.847], [-0.843, -7.873, 1.613], [-2.118, -5.560, 0.592], [-0.138, -6.633, 1.460], [0.554, 7.103, 2.249], [2.213, 6.865, 0.530], [1.832, 9.070, 1.535], [-2.173, -7.995, 1.259], [-0.758, -5.420, 0.951], [1.168, 6.321, 1.205], [2.228, 2.915, -1.808], [-1.639, -2.739, -0.182], [0.366, 4.591, 2.026], [0.179, 9.111, 2.981], [3.148, 8.652, -0.045], [-3.742, -6.879, 0.423], [-0.420, -8.713, 2.022], [-2.643, -4.808, 0.074], [0.918, -6.714, 1.770], [-0.201, 6.696, 2.914], [2.749, 6.235, -0.135], [2.460, 2.804, -2.855]],
  "forces_ev_per_a": [[-0.8, -1.2, 0.7], [-0.5, -0.9, 0.6], [-0.3, -1.0, 0.2], [0.2, 0.3, 0.0], [0.2, 1.4, 0.9], [0.3, 1.1, -0.4], [-0.8, -0.2, -0.2], [0.3, 0.6, -1.1], [0.3, 6.0, 1.5], [-0.6, 1.9, -0.8], [0.1, -1.7, 1.1], [0.2, -2.3, -0.2], [-0.7, 0.5, -0.5], [-0.4, 2.9, -1.4], [-0.5, -8.0, 2.0], [0.4, 2.4, 1.6], [-0.6, -1.4, -2.7], [0.8, -1.0, -2.7], [-0.3, 1.3, 0.2], [0.4, 0.3, -1.5], [-0.4, 2.6, -0.9], [1.0, -2.5, 1.4], [-0.9, -0.4, 0.0], [0.8, 1.4, -0.8], [0.0, 0.8, -0.3], [-0.8, -2.0, 0.3], [0.5, 3.5, -0.1], [-0.3, -2.8, 1.1], [-0.7, -0.9, 2.3], [0.6, -0.1, -3.9], [2.0, -0.5, 1.3], [0.3, -0.9, 0.0], [0.0, 0.3, 0.8], [0.9, 0.3, -0.3], [-0.9, 0.1, 0.1], [1.6, -1.7, 0.8], [-0.6, 0.9, -0.2], [-0.6, 0.6, -0.2], [0.0, -0.2, -0.2], [0.4, -0.1, -0.6], [-0.3, 0.4, 2.4]],
  "nbo_charge": [-0.57, -0.32, 0.05, -0.44, -0.54, 0.44, 0.46, 0.35, 0.65, 0.21, -0.48, -0.22, 0.06, -0.18, 0.34, -0.30, -0.12, -0.29, -0.28, -0.20, -0.21, -0.18, -0.19, -0.16, -0.15, 0.42, -0.08, -0.08, -0.10, -0.60, 0.25, 0.21, 0.23, 0.23, 0.21, 0.22, 0.22, 0.22, 0.22, 0.23, 0.46]
}

[5]
{
  "formula": "C21H13BCl5IrO5",
  "method": "ωB97M-V/def2-TZVPD",
  "total_charge": 1,
  "multiplicity": 2,
  "e_homo_ev": [-11.57, -11.55],
  "total_energy_ev": -98346.57416,
  "orbital_gap_ev": [6.88, 5.51],
  "s2": 0.760,
  "elements": ["Ir", "Cl", "C", "C", "C", "Cl", "C", "Cl", "C", "Cl", "C", "Cl", "C", "O", "C", "C", "C", "C", "C", "C", "O", "C", "O", "C", "H", "H", "H", "H", "H", "H", "H", "H", "H", "O", "B", "O", "C", "C", "C", "C", "C", "C", "H", "H", "H", "H"],
  "xyz": [[-1.517, 0.226, 0.198], [0.518, 3.017, 0.816], [-1.183, 3.167, 0.982], [-2.016, 2.077, 0.683], [-3.392, 2.231, 0.809], [-4.359, 0.814, 0.508], [-3.972, 3.425, 1.203], [-5.672, 3.562, 1.337], [-3.131, 4.501, 1.502], [-3.813, 5.980, 2.013], [-1.740, 4.373, 1.402], [-0.727, 5.697, 1.793], [2.928, 1.774, -4.666], [2.598, 0.387, -4.788], [1.702, -0.137, -3.962], [1.436, -1.514, -4.165], [0.536, -2.145, -3.365], [-0.153, -1.459, -2.327], [-1.125, -2.140, -1.534], [-1.272, -3.623, -1.495], [-1.947, -1.501, -0.796], [0.140, -0.079, -2.144], [-0.414, 0.721, -1.224], [1.066, 0.572, -2.955], [3.657, 1.971, -5.444], [3.367, 1.976, -3.688], [2.044, 2.392, -4.821], [1.968, -2.034, -4.949], [0.319, -3.190, -3.536], [-0.332, -4.129, -1.697], [-2.011, -3.941, -2.236], [-1.646, -3.904, -0.514], [1.255, 1.617, -2.770], [-0.132, -1.836, 1.839], [-0.323, -0.483, 1.680], [0.311, 0.305, 2.607], [0.946, -0.624, 3.428], [1.734, -0.383, 4.528], [2.260, -1.510, 5.157], [1.994, -2.798, 4.698], [1.187, -3.027, 3.585], [0.683, -1.906, 2.972], [1.936, 0.620, 4.875], [2.893, -1.379, 6.024], [2.426, -3.643, 5.216], [0.973, -4.021, 3.222]],
  "forces_ev_per_a": [[-2.1, -0.8, 0.1], [-0.1, 0.0, 0.0], [-0.2, 0.0, -0.4], [0.5, 0.2, 0.5], [0.0, 0.2, 0.2], [0.1, -0.1, 0.1], [-0.1, -0.1, -0.1], [0.0, 0.0, 0.0], [0.0, 0.1, 0.0], [0.0, 0.0, 0.0], [0.1, -0.1, 0.0], [0.0, 0.0, 0.0], [0.0, -0.1, 0.0], [0.0, 0.0, 0.0], [0.1, 0.0, -0.1], [-0.1, -0.1, 0.1], [0.2, 0.1, 0.0], [-0.2, -0.1, 0.3], [0.3, 0.6, -0.3], [0.0, -0.1, -0.2], [0.1, -0.2, 0.6], [-0.2, 0.1, 0.2], [1.5, 0.4, -1.1], [-0.1, -0.2, -0.1], [0.0, 0.0, 0.0], [0.0, 0.0, 0.0], [0.0, 0.0, 0.0], [0.0, 0.0, 0.0], [0.0, 0.0, 0.0], [0.0, 0.0, 0.0], [0.0, 0.0, 0.0], [0.0, 0.0, 0.0], [0.0, 0.0, 0.0], [0.1, 0.2, 0.1], [0.1, 0.2, 0.1], [-0.1, -0.4, 0.0], [0.0, -0.1, 0.0], [0.0, -0.1, 0.0], [0.0, 0.0, 0.0], [0.0, 0.0, 0.0], [0.1, 0.1, 0.0], [0.0, 0.0, 0.0], [0.0, 0.0, 0.0], [0.0, 0.0, 0.0], [0.0, 0.0, 0.0], [0.0, 0.0, 0.0]],
  "lowdin_spin": [0.64, 0.02, 0.05, 0.06, 0.03, 0.01, 0.00, 0.00, 0.04, 0.02, -0.01, 0.00, 0.00, 0.00, 0.00, 0.00, 0.00, 0.00, 0.01, 0.01, 0.09, 0.00, 0.00, 0.00, 0.00, 0.00, 0.00, 0.00, 0.00, 0.00, 0.00, 0.00, 0.00, 0.00, 0.04, 0.01, 0.00, 0.00, 0.00, 0.00, 0.00, 0.00, 0.00, 0.00, 0.00, 0.00]
}